Record 1
61
Properties=species:S:1:pos:R:3:nbo_charge:R:1 method="wB97M-V/def2-TZVPD" relative_energy_kcal_mol=107.74 spin_multiplicity=1 homo_ev=-6.8 orbital_gap_ev=6.186 fmax_ev_per_a=11.59 total_energy_ha=-2464.18624
Ca -0.32742 -0.11857 -0.01130 1.82
C -0.00808 -0.49675 4.91038 -0.63
C 0.05394 -0.92763 3.50017 -0.04
O -0.00048 0.03951 2.44567 -1.07
H -0.84359 0.18291 5.07796 0.19
H 0.81171 0.03129 5.39743 0.19
H -0.34860 -1.41194 5.39472 0.20
H -0.80340 -1.58541 3.35736 0.13
H 0.97648 -1.50610 3.45113 0.12
N -0.92002 3.44467 -0.04673 0.73
O -0.86141 2.24022 0.03668 -0.58
O 0.14434 4.08327 -0.11813 -0.56
O -1.99866 4.08911 0.02723 -0.52
C -1.36962 -3.18193 -0.85237 0.76
O -1.23142 -2.47666 0.13135 -0.67
N -2.30439 -3.10670 -1.73401 -0.83
N -0.61710 -4.14927 -1.26277 -0.81
H -2.86715 -2.26982 -1.78917 0.41
H -2.47498 -3.75294 -2.49122 0.38
H -0.77752 -4.50905 -2.19278 0.37
H 0.33328 -4.19235 -0.92362 0.40
C -3.51189 0.62710 1.38031 0.77
O -2.77533 0.20958 0.50540 -0.75
N -2.98687 1.18095 2.44106 -0.80
N -4.77564 0.85333 1.28189 -0.80
H -3.65838 1.48966 3.12944 0.36
H -1.99430 1.34598 2.52862 0.46
H -5.25698 0.97330 2.16168 0.39
H -5.18404 0.41981 0.46619 0.40
C 2.93428 2.12733 1.57341 0.72
O 3.70378 2.92730 1.09101 -0.73
N 1.63362 2.31672 1.61017 -0.86
N 3.31465 1.22933 2.36593 -0.82
H 1.11878 1.49161 1.88266 0.42
H 1.15134 3.09952 1.19217 0.42
H 4.28338 0.95187 2.29750 0.39
H 2.59709 0.64264 2.76719 0.41
C 1.80264 1.60423 -2.04321 0.77
O 1.32026 0.87241 -1.22158 -0.77
N 2.16324 2.79433 -1.76916 -0.79
N 2.08983 1.30984 -3.24081 -0.81
H 1.87596 3.24898 -0.91425 0.45
H 2.82216 3.27602 -2.36406 0.37
H 1.66943 0.45127 -3.56674 0.39
H 2.44593 1.93818 -3.94683 0.39
C 2.67062 -1.67543 -0.17125 0.78
O 1.49976 -1.45281 0.15933 -0.75
N 3.53961 -0.73416 -0.21370 -0.79
N 3.13300 -2.87953 -0.44092 -0.82
H 3.32767 0.22843 0.00676 0.44
H 4.51241 -0.92622 -0.40574 0.38
H 2.58514 -3.71687 -0.30376 0.40
H 4.11012 -2.97168 -0.67932 0.39
C -1.76007 -0.35520 -3.35039 0.75
O -1.14953 -0.14314 -2.30214 -0.75
N -1.48710 -1.17060 -4.19724 -0.78
N -2.91000 0.20333 -3.58426 -0.81
H -0.88129 -1.93283 -3.92872 0.41
H -2.06777 -1.20786 -5.02280 0.38
H -3.24064 0.92615 -2.96112 0.44
H -3.23058 0.00140 -4.52051 0.37

Record 2
49
Properties=species:S:1:pos:R:3:nbo_charge:R:1 method="wB97M-V/def2-TZVPD" relative_energy_kcal_mol=42.24 spin_multiplicity=1 homo_ev=-9.0 orbital_gap_ev=9.120 fmax_ev_per_a=7.58 total_energy_ha=-1122.61567 smiles="COCCNCCOC.NC(N)=O.NC(N)=O.O.O.O"
C -10.20265 -1.65601 -19.00753 0.73
O -10.63285 -2.76089 -19.08751 -0.66
N -8.97854 -1.31132 -19.19093 -0.81
N -10.91545 -0.61109 -18.85063 -0.82
H -8.71598 -0.33692 -19.23235 0.37
H -8.26901 -2.01966 -19.06879 0.41
H -10.49032 0.30423 -18.81121 0.37
H -11.92470 -0.60757 -18.88931 0.40
C -5.50934 1.56707 -18.38414 0.74
O -5.34904 1.83913 -17.20537 -0.68
N -5.56863 2.54620 -19.30323 -0.84
N -5.60220 0.39984 -18.85841 -0.82
H -5.81378 2.24921 -20.23693 0.37
H -5.50413 3.51537 -19.02636 0.42
H -5.69150 0.35179 -19.86331 0.38
H -5.21951 -0.34284 -18.29090 0.43
C -14.40233 5.26244 -15.60776 -0.26
O -14.52309 3.86195 -15.48324 -0.54
C -13.32242 3.18358 -15.87847 -0.06
C -13.30823 1.77122 -15.30048 -0.24
N -12.11764 1.04759 -15.63194 -0.62
C -12.30385 -0.38602 -15.16723 -0.24
C -10.91339 -1.18284 -15.18854 -0.06
O -11.04738 -2.59793 -15.01187 -0.55
C -9.79712 -3.30336 -14.98575 -0.25
H -13.51972 5.77026 -15.21890 0.17
H -15.28139 5.66264 -15.10259 0.19
H -14.64625 5.60656 -16.61284 0.17
H -12.45960 3.74519 -15.52035 0.17
H -13.33661 3.24048 -16.96689 0.16
H -14.14747 1.25572 -15.76740 0.16
H -13.64179 1.75945 -14.26284 0.21
H -11.98794 0.92863 -16.62649 0.35
H -12.82951 -0.90275 -15.97022 0.17
H -12.75432 -0.59541 -14.19701 0.21
H -10.29783 -0.62619 -14.48191 0.16
H -10.46253 -1.03671 -16.17011 0.16
H -9.05512 -2.95680 -15.70508 0.19
H -9.89680 -4.38122 -15.11373 0.19
H -9.39959 -3.14622 -13.98307 0.16
O -4.14576 -2.60001 -18.15319 -0.95
H -5.06502 -2.78886 -17.96471 0.48
H -3.71558 -3.45479 -18.13035 0.47
O -7.00919 -1.68497 -16.90827 -0.99
H -6.58627 -2.03381 -16.12361 0.49
H -6.68790 -0.78573 -16.97441 0.47
O -5.79996 -2.51912 -14.68706 -0.94
H -6.02270 -3.43810 -14.53839 0.48
H -5.85163 -2.11640 -13.82024 0.49

Record 3
17
Properties=species:S:1:pos:R:3:nbo_charge:R:1 method="wB97M-V/def2-TZVPD" spin_multiplicity=1 homo_ev=-9.1 orbital_gap_ev=8.124 fmax_ev_per_a=5.56 total_energy_ha=-8631.50889
O -2.70169 0.40574 1.09426 -0.53
S -2.06846 -2.10463 -2.94567 -0.17
Br 2.67209 1.79272 2.88407 0.11
Br 2.63195 -0.80242 -2.23518 0.12
Br -0.48781 1.89869 2.88015 0.12
O -0.30953 -0.73956 -1.74125 -0.45
C -1.88403 0.08451 0.28302 0.65
C -1.51330 -1.12735 -1.71793 0.41
C 2.34297 0.34247 0.43234 -0.20
C 1.65231 1.02338 1.43205 -0.12
C 1.70803 -0.28443 -0.62802 -0.15
C 0.29524 0.88686 1.44743 -0.03
C 0.30940 -0.30962 -0.59269 0.37
C -0.44503 0.23503 0.48258 -0.25
N -2.35999 -0.68889 -0.75152 -0.61
H 3.46297 0.33035 0.56590 0.26
H -3.30510 -0.94285 -0.88955 0.46